[1]
{
  "formula": "CHF4NO4S2Yb",
  "method": "the ωB97M-V functional and the def2-TZVPD basis",
  "symbols": ["Yb", "N", "S", "O", "O", "S", "O", "O", "C", "F", "F", "F", "F", "H"],
  "positions_angstrom": [[-2.39617, -0.30651, 1.34197], [0.10969, 0.81018, -0.79833], [-1.37588, -0.03555, -1.29899], [-2.03160, 1.01181, -2.12638], [-1.10376, -1.27390, -2.06963], [0.87234, 0.23356, 0.44625], [-0.15788, -0.22880, 1.46036], [1.86835, 1.15923, 0.96030], [1.81327, -1.35404, 0.19156], [0.97731, -2.34909, -0.03882], [2.63072, -1.19517, -0.83288], [2.50672, -1.63608, 1.28117], [-2.29287, 2.70016, 1.08654], [-1.42024, 2.46418, 0.39686]],
  "total_charge": 1,
  "spin_multiplicity": 2,
  "homo_energy_ha": [-0.5302, -0.5223]
}



[2]
{
  "formula": "CHFIN",
  "method": "the ωB97M-V functional and the def2-TZVPD basis",
  "symbols": ["F", "N", "C", "I", "H"],
  "positions_angstrom": [[1.57414, -1.47302, 0.74010], [1.97498, -0.55407, -0.16915], [0.78146, 0.37384, -0.38265], [0.69925, 2.03288, -1.58043], [-0.20574, -0.09608, 0.10067]],
  "smiles": "F/N=C/I",
  "de_lowest_kcal_mol": 79.9,
  "homo_energy_ha": [-0.3548, -0.3549]
}



[3]
{
  "formula": "CHFINO",
  "method": "the ωB97M-V functional and the def2-TZVPD basis",
  "symbols": ["C", "N", "O", "F", "I", "H"],
  "positions_angstrom": [[-0.56236, 0.53243, 0.16458], [0.01893, -1.84091, -0.33364], [1.12926, -1.70381, -0.50953], [-0.79674, 0.87061, 1.48077], [1.41103, 0.98943, -0.38302], [-1.20012, 1.15226, -0.41917]],
  "de_lowest_kcal_mol": 53.9,
  "homo_energy_ha": [-0.3271, -0.3273]
}



[4]
{
  "formula": "CHFLi2NaO",
  "method": "the ωB97M-V functional and the def2-TZVPD basis",
  "symbols": ["C", "O", "Li", "Li", "H", "F", "Na"],
  "positions_angstrom": [[-3.35374, 0.91989, -1.28418], [-2.89736, -0.24604, -1.12376], [1.87731, -0.08139, -0.67583], [0.82598, 2.53754, 0.40307], [-4.47451, 0.88834, -1.41584], [0.12844, 1.51511, 1.59946], [-0.92540, -0.29340, 1.24420]],
  "de_lowest_kcal_mol": 41.3,
  "spin_multiplicity": 2,
  "homo_energy_ha": [-0.1603, -0.1624]
}



[5]
{
  "formula": "CHFN2",
  "method": "the ωB97M-V functional and the def2-TZVPD basis",
  "symbols": ["N", "C", "N", "F", "H"],
  "positions_angstrom": [[-1.91569, -0.99698, 1.78179], [-0.93817, -0.69100, 1.25451], [0.09214, -0.12981, 0.66575], [1.06214, 0.72537, 1.36923], [0.56997, -0.90234, 0.12732]],
  "smiles": "N#CNF",
  "de_lowest_kcal_mol": 22.2,
  "homo_energy_ha": -0.4042
}



[6]
{
  "formula": "CHFN4",
  "method": "the ωB97M-V functional and the def2-TZVPD basis",
  "symbols": ["C", "N", "N", "N", "N", "F", "H"],
  "positions_angstrom": [[0.77438, -0.20033, -1.82074], [1.83497, -0.37214, -2.30087], [-0.57831, 1.74598, -1.69960], [-0.08009, -0.92334, -0.44960], [-0.09038, 0.85251, -2.16964], [0.62860, -2.00968, 0.15444], [-0.89361, -1.48524, -0.85634]],
  "de_lowest_kcal_mol": 104.9,
  "homo_energy_ha": [-0.3438, -0.3437]
}



Number 1: energy -2748.533272 Ha. Number 2: energy -490.863878 Ha. Number 3: energy -566.087545 Ha. Number 4: energy -391.073870 Ha. Number 5: energy -247.956617 Ha. Number 6: energy -357.354522 Ha.